Computed, not measured: C20H49F9N9O24S7 as an isolated structure at a distorted geometry, with ωB97M-V/def2-TZVPD.

```
118
Properties=species:S:1:pos:R:3
C -4.9754 0.2686 -5.2566
C -5.5452 -0.9803 -5.9108
O -6.6643 -1.4007 -5.6821
N -4.7071 -1.6708 -6.8779
H -4.0912 -1.0613 -7.3290
H -3.4221 -2.4365 -6.0299
C -5.4687 -2.5427 -7.7500
H -4.2349 0.8174 -5.8654
H -4.4364 0.1376 -4.3452
H -5.8462 0.9139 -4.9681
H -6.0678 -3.2938 -7.2731
H -4.8684 -3.0279 -8.4733
H -6.2289 -1.9684 -8.2980
C -3.2397 6.6751 -0.6210
C -1.7703 6.9707 -0.6940
O -1.1262 7.7638 -1.2614
N -0.9306 5.9127 0.0472
H -1.6420 5.4309 0.5746
H -0.5955 5.3313 -0.7383
C 0.0396 6.4109 1.0963
H -3.4455 6.5307 0.4720
H -3.4014 5.7302 -1.1257
H -3.9543 7.3386 -1.0684
H 0.5309 5.5702 1.5688
H -0.5560 6.8948 1.8426
H 0.8134 7.0039 0.5664
C -1.0204 -0.6692 8.6895
C -1.2063 -1.0892 7.2455
O -0.3595 -1.2132 6.3592
N -2.4742 -1.3305 6.8959
H 5.8471 -1.9831 5.2949
H -2.5935 -1.5680 5.9399
C -3.5955 -1.1060 7.7469
H -1.5614 0.2588 8.9092
H 0.0490 -0.5234 8.8931
H -1.3767 -1.3946 9.4208
H -3.6602 -0.0298 7.8573
H -3.5256 -1.5944 8.7455
H -4.4980 -1.4422 7.2210
C -0.3833 -2.9289 3.8535
C -1.3773 -1.9479 3.4849
O -2.5610 -1.9836 3.6654
N -0.8937 -0.6812 2.8330
H -0.7581 0.0683 3.5610
H 0.0251 -0.9304 2.3284
C -1.7832 -0.0786 1.7526
H 0.3791 -2.9385 3.1398
H -0.7953 -3.9030 4.0488
H 0.0269 -2.3446 4.7833
H -2.6127 0.4895 2.1074
H -2.0768 -0.9428 1.1282
H -1.1041 0.5249 1.1491
C 2.1637 -2.0582 -4.1415
C 2.5965 -3.1836 -3.2418
O 3.6750 -3.6506 -3.1860
N 1.4815 -3.9657 -2.6159
H 1.2218 -3.6834 -1.6788
H 0.5025 -3.8560 -3.1294
C 1.8412 -5.4860 -2.5347
H 2.1217 -2.4314 -5.1870
H 2.8825 -1.2392 -4.0859
H 1.2254 -1.6006 -3.8759
H 2.8022 -5.5068 -2.0114
H 1.9199 -5.8074 -3.5438
H 1.1357 -5.9974 -1.8610
C 6.2636 0.7482 -1.2862
C 4.9240 0.8383 -1.8861
O 4.6261 1.0345 -2.9981
N 3.7037 0.8593 -0.9336
H 2.8057 1.1130 -1.3872
H 3.4180 -0.0880 -0.6882
C 3.8455 1.6314 0.2758
H 6.2887 -0.0246 -0.5247
H 6.6156 1.6357 -0.7918
H 7.0691 0.5925 -2.0396
H 4.8062 1.4434 0.7699
H 3.0565 1.3494 0.9401
H 3.7836 2.6878 0.0198
C 3.3988 -3.0324 1.3040
F 4.2469 -2.1708 1.7954
F 4.0717 -3.8529 0.5170
F 2.8448 -3.7502 2.4044
S 1.9984 -2.1793 0.4287
O 1.0357 -3.1601 -0.0045
O 1.5716 -1.1994 1.4513
O 2.6276 -1.6354 -0.7319
N -1.9786 2.5950 3.1218
S -2.6929 3.6517 2.2642
O -3.3155 3.0369 1.1260
O -1.9661 4.8742 2.1093
F -3.9003 4.0804 3.1818
S -0.9110 2.8059 4.1554
O -0.2855 4.0528 4.0632
O -0.0258 1.6337 4.2407
F -1.7840 2.7739 5.5007
N -2.4571 -2.7266 -5.8290
S -2.1767 -3.0325 -4.1841
O -0.9362 -3.6366 -3.9309
O -3.3964 -3.5856 -3.7435
F -1.9515 -1.6550 -3.4581
S -1.3358 -2.0787 -6.8976
O -1.9341 -2.1416 -8.1763
O -0.0197 -2.5326 -6.6967
F -1.3279 -0.5558 -6.3318
N 0.9524 1.6911 -1.1330
S 1.1349 3.3092 -1.2053
O 1.8318 3.8032 -0.0696
O -0.0309 4.0300 -1.7420
F 2.2550 3.3497 -2.2492
S -0.2548 0.9714 -1.8361
O -1.4739 1.5537 -1.4648
O 0.0197 -0.4436 -1.9282
F -0.0966 1.3986 -3.3590
O 7.9710 -1.5873 6.0498
C 7.6245 -1.5196 4.7731
O 6.3134 -1.6024 4.5333
O 8.3218 -1.2814 3.8326
H 8.9786 -1.6434 6.0885
```

Results
Maximum force in Eh/bohr: 0.0738
Charge: +1
HOMO level in eV: -11.3
LUMO energy in eV: -1.8

Results of the Mulliken charge analysis, in e, for atoms 1 through 6: C -1.07; C 0.76; O -0.54; N -0.59; H 0.36; H 0.37